74
Properties=species:S:1:pos:R:3:forces:R:3:lowdin_charge:R:1 method="wB97M-V/def2-TZVPD" charge=+1 gap_ev=10.165 mol_weight_g_mol=521.47 de_lowest_ev=1.265 total_energy_ev=-51143.23759
O -0.7028 -1.8145 0.6591 -1.6 -3.3 0.6 -0.033
O 0.5805 -0.4388 1.6209 0.1 0.4 -0.5 -0.098
O -0.0731 -0.1821 -0.4963 1.5 0.0 0.9 -0.005
O -2.6552 -4.6133 -2.2563 -1.5 -2.5 0.9 0.061
O -3.9118 -2.9303 -2.8831 2.3 3.4 0.5 0.089
O -5.3797 -1.7994 2.1215 0.7 -0.5 2.4 0.138
O 4.4810 0.1082 4.2641 -0.7 -1.5 0.5 0.084
O 5.9470 0.8411 2.7970 -0.9 -0.8 -0.1 0.137
O -4.7472 -4.9434 -2.9227 -3.9 -3.1 -0.6 0.220
O -4.3439 -1.7616 0.2365 1.8 0.9 -0.7 0.093
O 2.2095 0.9455 -3.6513 -1.2 -0.7 0.2 -0.133
O 4.5086 -0.8261 2.2031 1.5 1.6 1.2 0.083
O -3.1867 -1.3717 2.1469 -1.4 -0.3 -0.9 0.024
N 1.9768 3.4344 -0.7935 -5.3 -2.0 -1.6 -0.227
N -0.0036 -0.8497 0.5620 -0.4 3.2 -0.8 -0.591
C 2.3103 2.7657 -2.1255 -0.8 1.2 -0.4 -0.050
C 2.2533 -0.4025 4.8764 0.5 1.8 -0.1 -0.011
C 4.0060 4.8325 -0.4915 -5.5 -6.2 -5.3 0.051
C -0.6220 -4.0302 -3.1884 3.5 0.1 1.8 -0.011
C -3.9095 -4.2054 -2.6850 4.7 0.3 0.6 -0.657
C -2.5422 -2.4321 -2.4854 0.8 2.9 -2.7 -0.029
C 1.7314 -0.4008 -3.8789 3.5 -0.6 -3.9 -0.087
C 2.4161 4.7952 -0.6912 7.3 -4.5 5.6 -0.122
C 3.6475 -1.0940 4.2852 -2.2 3.1 7.5 -0.270
C -5.6677 -1.9707 -0.1651 -1.4 -3.7 1.5 -0.036
C 1.9136 2.9022 1.5564 -3.0 0.2 5.1 -0.089
C -7.4767 -1.1990 1.4876 -1.8 6.5 1.9 -0.059
C -4.2332 -1.6338 1.5393 2.0 0.5 0.8 -0.534
C -6.3927 -2.1218 1.2370 -1.1 -0.7 -2.3 -0.342
C 1.7649 1.3634 -2.3555 0.6 -0.3 -0.1 -0.213
C 5.0495 0.0914 3.0992 2.8 1.9 -2.8 -0.576
C -1.6823 -3.6326 -2.1691 -0.2 -0.1 -1.9 -0.357
C 2.2585 2.3565 0.2096 5.0 4.0 2.6 -0.200
C 3.5486 -1.4931 2.9462 -1.5 -4.2 -3.7 -0.210
C 0.4034 3.6069 -0.8287 0.6 -0.6 0.5 0.048
Li -1.2999 -1.1403 2.4938 -0.1 -0.3 -0.5 0.775
H 2.1816 -1.1977 -3.3305 1.5 -0.1 0.9 0.073
H 4.2197 5.7151 -0.4709 2.4 10.3 1.0 -0.012
H -2.6102 -1.8283 -1.5676 -0.4 0.1 -0.7 0.101
H 2.1553 4.0098 1.9550 -0.4 -2.4 -1.7 0.129
H 3.7684 -2.5842 2.9726 -0.2 0.4 -0.7 0.156
H 2.0340 5.2922 0.1080 -1.5 0.8 2.6 0.101
H 4.1484 -1.7691 5.0982 -1.1 0.8 -1.9 0.191
H -5.6987 -3.0149 -0.5963 0.0 1.5 -0.3 0.155
H -6.1035 -1.2302 -0.7875 0.1 0.8 -0.6 0.133
H 0.0033 -4.9643 -3.0328 -1.0 0.7 1.1 0.109
H 2.0818 0.5048 4.0887 0.5 -1.9 2.1 0.099
H -1.0734 -4.3551 -4.0459 -1.4 0.1 -2.7 0.052
H 2.2970 2.2794 2.5380 -0.8 1.1 -2.9 0.120
H 2.5936 -1.3635 2.4048 0.1 0.1 0.8 0.123
H 0.7010 2.7497 1.6029 2.8 0.8 0.4 0.122
H 4.4672 4.5908 -1.4444 0.4 -1.1 0.2 0.106
H -6.8201 -3.1294 1.3322 0.9 -0.1 0.4 0.166
H -8.4188 -1.1992 0.9363 0.3 -0.9 -0.2 0.088
H 1.8094 3.3084 -2.9201 0.3 0.8 -0.1 0.142
H -7.1328 -0.0605 1.2763 -0.3 -2.4 0.0 0.137
H -7.7680 -0.9626 2.6015 0.6 -1.4 -1.8 0.130
H 1.2738 -0.9354 4.8573 1.1 -0.3 -0.1 0.053
H 2.1856 5.2999 -1.4375 -2.2 4.0 -7.3 0.063
H 1.6377 1.5563 0.0468 -0.8 -2.1 -0.8 0.053
H 0.7875 -0.5656 -3.6217 -4.6 0.3 0.9 0.010
H 3.3534 2.9704 -2.1412 1.0 -0.9 -0.7 0.121
H -0.0701 4.3360 -0.1849 0.9 0.2 0.8 0.109
H 2.3836 0.0236 6.0048 -0.1 -1.0 -2.9 0.124
H 0.6801 1.2944 -2.1366 0.3 0.3 -0.9 0.119
H -2.0219 -1.7929 -3.4197 -1.9 -1.5 2.5 0.190
H -1.3276 -3.4804 -1.1897 0.6 -0.4 1.3 0.116
H 2.1678 0.6712 -1.6780 0.8 -1.0 1.1 0.096
H 3.4205 2.2180 0.2634 -2.2 -0.5 -0.9 0.187
H 0.1317 3.9677 -1.7893 -0.1 -0.3 -1.1 0.101
H 1.8403 -0.8224 -5.0046 0.0 1.8 2.4 0.153
H 0.2433 -3.3133 -3.3347 -1.5 -0.2 -0.1 0.093
H 0.0086 2.6458 -0.5573 -0.5 -0.4 -0.4 0.086
H 4.2941 4.3794 0.3307 1.6 -2.6 3.7 0.041


51
Properties=species:S:1:pos:R:3:forces:R:3:nbo_charge:R:1 method="wB97M-V/def2-TZVPD" gap_ev="4.892 / 4.948" mol_weight_g_mol=334.41 total_energy_ev=-33561.28746
Al -2.1761 -1.8898 0.3599 3.4 2.4 3.2 2.054
F -1.1303 -2.3156 1.6510 -1.1 -1.1 -1.1 -0.753
O 2.3050 0.3286 0.4286 -1.2 -0.5 -1.2 -0.538
O -1.3411 -1.2454 -0.9184 0.2 -0.2 -2.4 -0.982
C -2.2834 1.1741 3.0401 -0.7 -1.8 -0.7 -0.272
C 1.8895 0.9634 -0.8249 0.4 -0.5 0.1 -0.082
C 0.7589 3.2223 3.9341 0.3 -0.4 -0.4 -0.065
C -2.9502 -1.8372 -2.5153 -0.3 0.3 -0.3 -0.631
C -2.7354 -0.0607 2.5578 -0.4 1.0 0.4 -0.241
C 1.9780 2.3928 2.1771 -0.9 3.2 -0.1 -0.148
C -1.4976 -1.4672 -2.3207 1.3 -0.4 0.9 0.260
C 3.1621 0.7926 -1.6613 0.0 0.1 0.8 -0.424
C -0.1845 -3.5133 -1.6896 -0.5 -0.6 0.6 -0.247
C -0.5453 -2.6253 -2.7659 -0.5 0.3 -1.1 -0.511
C 1.5885 1.2954 3.0054 -1.2 -0.3 2.6 -0.134
C -2.3158 1.3333 0.7500 0.1 0.7 0.4 -0.243
C -2.7719 -0.0131 1.0999 -0.6 -0.4 0.3 -0.652
C 2.7463 -0.9678 -0.0070 -0.2 0.6 -0.4 -0.075
C 1.3904 3.5752 2.7067 1.1 -1.4 -1.1 -0.368
C -2.0960 2.0561 1.9258 0.1 -1.1 -0.9 -0.249
C -1.0542 -0.2822 -3.1488 0.0 0.4 -0.6 -0.627
C 3.6255 -0.6300 -1.2218 0.0 0.4 -0.3 -0.434
C 0.9047 1.8208 4.1289 0.7 -1.1 -1.0 -0.360
H 0.5420 1.2451 4.9775 0.0 0.2 -0.3 0.217
H 3.8802 1.5639 -1.3639 0.0 -0.2 -0.1 0.205
H 0.7211 -4.0815 -1.7037 0.2 -0.2 0.2 0.192
H -1.1183 0.6769 -2.6631 -0.4 0.3 0.3 0.235
H 0.3384 -2.2526 -3.3250 -0.5 -0.2 0.5 0.219
H -2.2531 1.7367 -0.2538 0.0 -0.1 0.1 0.206
H 3.2413 -1.4906 0.8111 0.1 0.3 0.0 0.196
H 2.6008 2.3728 1.2905 -0.2 -0.1 0.3 0.215
H 3.4440 -1.2996 -2.0475 0.1 -0.5 -0.2 0.199
H 1.7122 0.2377 2.7919 0.2 0.4 0.1 0.226
H -3.5882 -1.0588 -2.0947 0.0 0.2 -0.1 0.221
H 1.8927 -1.5902 -0.3306 0.0 0.3 0.2 0.170
H -3.2026 -1.9696 -3.5646 -0.2 -0.1 -0.1 0.231
H 0.2522 3.9068 4.5914 -0.1 0.1 0.1 0.201
H 4.6783 -0.6539 -0.9669 0.2 0.0 -0.1 0.211
H -1.1581 -3.1438 -3.5250 0.3 -0.3 -0.1 0.217
H -3.0184 -0.9347 3.1319 0.2 0.2 0.1 0.206
H 1.0782 0.4079 -1.3631 0.3 0.2 0.9 0.171
H -1.6393 -0.2672 -4.0632 -0.2 0.2 -0.2 0.214
H -0.9733 -3.7626 -0.9732 0.5 -0.3 -0.1 0.130
H -1.7934 3.0960 2.0442 0.0 -0.3 -0.4 0.219
H -3.5562 -0.5083 0.4552 -0.8 1.4 0.8 0.190
H -2.0655 1.3849 4.0777 -0.1 0.1 -0.1 0.216
H 1.5552 1.9986 -0.6492 0.2 -0.5 0.1 0.207
H -0.0259 -0.3854 -3.4984 0.0 0.1 0.3 0.211
H 1.4209 4.5478 2.2253 0.1 -0.1 0.3 0.213
H 2.9641 0.8765 -2.7217 0.1 0.0 -0.3 0.202
H -3.1964 -2.7598 -1.9806 0.1 -0.4 0.0 0.185


16
Properties=species:S:1:pos:R:3:forces:R:3:nbo_charge:R:1 method="wB97M-V/def2-TZVPD" gap_ev=9.644 smiles="C=C(C)[C@H](O)C(=O)O" mol_weight_g_mol=116.12 de_lowest_ev=2.562 total_energy_ev=-11454.95694
O -0.3507 -2.2212 0.7125 0.1 -0.1 0.3 -0.680
O -2.0581 0.8671 0.4263 -0.1 -0.5 0.2 -0.676
O -1.4525 -0.5786 -1.2322 -1.5 0.2 2.6 -0.662
C 0.7590 1.5563 0.0205 -0.1 0.0 0.1 -0.684
C -0.5194 -0.8790 0.9185 1.0 1.3 -2.8 0.038
C -1.4436 -0.2485 -0.0181 -0.7 0.1 -3.2 0.718
C 0.6585 0.0728 -0.1468 1.3 -1.3 3.1 0.060
C 1.6110 -0.6829 -0.6718 -0.3 0.1 0.5 -0.434
H -0.6666 -2.4235 -0.1841 0.0 0.2 0.1 0.498
H 2.5696 -0.2480 -0.9101 -0.1 0.2 -0.7 0.206
H -0.5400 -0.5615 1.9564 0.3 0.0 -0.2 0.218
H 0.4381 2.0628 -0.8896 -0.1 0.1 0.0 0.228
H 1.7938 1.8348 0.2168 0.1 0.0 -0.1 0.230
H 1.5422 -1.7556 -0.7332 0.0 -0.2 0.2 0.212
H -2.5056 1.2891 -0.3225 0.1 -0.1 -0.1 0.502
H 0.1642 1.9158 0.8574 -0.1 0.1 -0.1 0.227